61
Properties=species:S:1:pos:R:3 method="wB97M-V/def2-TZVPD" energy_ha=-3150.2493 charge=0 e_lumo_ev="-0.308 / -0.358" s2=6.0124 homo_ev="-7.68 / -7.74" e_above_lowest_kcal_mol=11.7 spin_multiplicity=5 gap_ev="7.4 / 7.4"
Fe 0.0872 0.3112 -0.3941
C 2.9145 -4.7841 1.5878
C 1.5935 -4.1835 2.0633
N 1.6422 -2.7322 2.1522
C 1.4894 -1.9305 1.0880
S 1.5586 -0.2138 1.3784
N 1.3266 -2.5035 -0.0893
N 0.9979 -1.6475 -1.0622
C 0.8516 -2.0658 -2.2660
C 1.0530 -3.4903 -2.6852
C 0.4029 -1.0473 -3.2178
C 0.2638 -1.3052 -4.5814
C -0.1851 -0.3017 -5.4201
C -0.5186 0.9317 -4.8806
C -0.3551 1.1110 -3.5182
N 0.1055 0.1625 -2.7105
H 2.8253 -5.8670 1.4864
H 3.7133 -4.5670 2.2981
H 3.1785 -4.3628 0.6192
H 1.3326 -4.5704 3.0480
H 0.8008 -4.4469 1.3638
H 1.7682 -2.2798 3.0388
H 1.4083 -4.0648 -1.8355
H 1.7773 -3.5660 -3.4983
H 0.1087 -3.9167 -3.0329
H 0.5033 -2.2831 -4.9728
H -0.2807 -0.4806 -6.4829
H -0.8986 1.7316 -5.4998
H -0.5981 2.0543 -3.0423
C -1.0607 3.7744 1.0158
C 0.1651 3.3693 0.2568
O 0.1594 2.3491 -0.4211
C 1.3819 4.1930 0.3297
C 2.6236 3.5877 0.1245
C 3.7782 4.3471 0.1572
C 3.7030 5.7194 0.3587
C 2.4705 6.3289 0.5528
C 1.3157 5.5680 0.5607
H -1.7447 2.9287 1.0588
H -1.5503 4.6153 0.5202
H -0.7909 4.0784 2.0266
H 2.6649 2.5170 -0.0358
H 4.7421 3.8752 0.0203
H 4.6046 6.3178 0.3598
H 2.4140 7.3993 0.6998
H 0.3564 6.0443 0.7158
O -3.0546 -0.1544 4.0201
C -3.2502 -1.2795 3.3202
C -3.9389 -2.3418 3.9080
C -4.1107 -3.5248 3.2156
C -3.6097 -3.6776 1.9250
C -2.9507 -2.6200 1.3283
C -2.7754 -1.4156 2.0071
C -2.0580 -0.2841 1.3584
O -1.8268 0.7577 2.0071
O -1.7150 -0.4302 0.1308
H -2.5334 0.4442 3.4259
H -4.3201 -2.2225 4.9139
H -4.6446 -4.3411 3.6867
H -3.7319 -4.6144 1.3971
H -2.5566 -2.6965 0.3243